(1)
Computed, not measured: a structure of composition C38H45CuGeNP2, with ωB97M-V with the def2-TZVPD basis set.

Each line ends with the Mulliken charge.
Positions of all 88 atoms, in Å:
Cu (0.6880, 0.2778, 0.9428)  -0.895
C (3.6558, -0.5520, 1.5973)  -1.151
P (2.2524, -1.3051, 0.6406)  1.316
C (2.8905, -1.7389, -0.9858)  -0.097
C (2.1669, -1.3891, -2.1217)  0.200
C (2.6388, -1.7271, -3.3825)  -0.701
C (3.8380, -2.4113, -3.5079)  -0.610
C (4.5677, -2.7603, -2.3771)  -0.739
C (4.0966, -2.4287, -1.1183)  -0.292
C (1.8540, -2.8430, 1.4995)  0.373
C (1.6902, -4.0423, 0.8130)  -0.521
C (1.3207, -5.1871, 1.5045)  -0.812
C (1.1117, -5.1358, 2.8749)  -0.576
C (1.2746, -3.9394, 3.5616)  -0.740
C (1.6416, -2.7910, 2.8784)  -0.502
C (3.0942, 0.4884, 2.5292)  -0.033
C (3.6163, 1.2491, 3.5512)  -1.162
C (2.5677, 2.1009, 4.0155)  -1.185
C (1.4619, 1.8197, 3.2506)  0.054
C (0.0362, 2.2897, 3.2051)  -0.628
P (-0.4556, 2.0581, 1.4503)  0.849
C (-2.2543, 2.0040, 1.1679)  0.321
C (-2.6473, 0.5283, 1.0278)  0.292
C (-4.1167, 0.4471, 0.7103)  -0.630
C (-4.9506, 1.3439, 1.2432)  -0.678
C (-4.4464, 2.3815, 2.1456)  -0.650
C (-3.1520, 2.7028, 2.1582)  -0.800
C (0.2092, 3.4721, 0.5526)  0.325
C (-0.5906, 4.5962, 0.3484)  -0.286
C (-0.0817, 5.6926, -0.3300)  -0.765
C (1.2232, 5.6703, -0.8034)  -0.603
C (2.0238, 4.5559, -0.5943)  -0.882
C (1.5204, 3.4572, 0.0841)  -0.366
N (1.7886, 0.8371, 2.3531)  0.787
H (4.3431, -0.1200, 0.8648)  0.493
H (4.1908, -1.3424, 2.1277)  0.562
H (1.2347, -0.8444, -2.0150)  0.126
H (2.0739, -1.4535, -4.2638)  0.475
H (4.2093, -2.6738, -4.4896)  0.406
H (5.5036, -3.2930, -2.4788)  0.433
H (4.6639, -2.7120, -0.2393)  0.433
H (1.8541, -4.0863, -0.2568)  0.436
H (1.2002, -6.1207, 0.9712)  0.437
H (0.8257, -6.0310, 3.4110)  0.417
H (1.1178, -3.9017, 4.6314)  0.465
H (1.7680, -1.8567, 3.4157)  0.368
H (4.6217, 1.2040, 3.9387)  0.546
H (2.6316, 2.8138, 4.8219)  0.506
H (-0.0827, 3.3404, 3.4746)  0.597
H (-0.6310, 1.6962, 3.8381)  0.376
H (-2.4879, 0.0371, 2.0050)  0.370
H (-4.5002, -0.3684, 0.1093)  0.268
H (-6.0156, 1.2839, 1.0608)  0.474
H (-5.1438, 2.8879, 2.8004)  0.475
H (-2.7683, 3.4778, 2.8115)  0.431
H (-1.6130, 4.6186, 0.7085)  0.356
H (-0.7033, 6.5634, -0.4894)  0.460
H (1.6179, 6.5266, -1.3338)  0.434
H (3.0424, 4.5427, -0.9580)  0.470
H (2.1546, 2.5953, 0.2588)  0.210
C (-2.1026, 2.2296, -4.3021)  -1.265
C (-0.7035, 1.9346, -3.7754)  -0.758
C (-0.6817, 1.5280, -2.3037)  0.075
C (-1.4117, 0.2140, -2.0231)  -0.806
Ge (-1.3323, -0.3799, -0.1580)  0.933
C (-1.3738, -2.3161, 0.1619)  -0.411
C (-2.7714, -2.9293, 0.0386)  -1.040
C (-3.4066, -2.7707, -1.3418)  0.150
C (-2.6011, -3.4171, -2.4632)  -1.286
H (-2.0662, 2.5983, -5.3268)  0.425
H (-2.5949, 2.9916, -3.6928)  0.289
H (-2.7338, 1.3398, -4.2993)  0.276
H (-0.0721, 2.8177, -3.9010)  0.433
H (-0.2431, 1.1396, -4.3712)  0.293
H (-1.1200, 2.3359, -1.7075)  0.061
H (0.3590, 1.4448, -1.9697)  -0.085
H (-1.0019, -0.5889, -2.6436)  0.247
H (-2.4730, 0.2882, -2.2774)  0.993
H (-2.3885, 2.4802, 0.1837)  0.406
H (-0.9726, -2.4872, 1.1646)  0.356
H (-0.6706, -2.7888, -0.5291)  0.341
H (-3.4296, -2.4914, 0.7948)  0.314
H (-2.7073, -3.9950, 0.2794)  0.466
H (-3.5538, -1.7066, -1.5647)  -0.057
H (-4.4065, -3.2097, -1.3184)  0.489
H (-1.6291, -2.9389, -2.6002)  0.171
H (-3.1315, -3.3551, -3.4132)  0.397
H (-2.4214, -4.4729, -2.2503)  0.357

Cartesian forces (eV/Å) of the 6 atoms listed first:
Cu 0.044 -0.231 -0.090
C -0.052 0.026 0.023
P 0.052 0.108 0.017
C -0.021 -0.055 -0.008
C -0.035 0.021 0.024
C 0.005 0.001 -0.001

Values from the calculation:
Total charge: +1
E_tot (a.u.): -5929.67487
HOMO-LUMO gap (eV): 6.98
ΔE to the lowest compared entry with this formula, charge and spin (kJ/mol): 0.0
Highest occupied orbital energy (hartree): -0.37457

=====

(2)
Computed, not measured: a cluster of 7 separate species, C5H21NO8 in total at a distorted geometry, with ωB97M-V with the def2-TZVPD basis set.

Each line ends with the Mulliken charge.
Positions of all 35 atoms, in Å:
C (0.4355, -2.3711, 2.6548)  -0.778
C (-0.5732, -2.5677, 1.8250)  -0.246
C (-1.1336, -1.6395, 0.7689)  -0.045
C (-0.6095, -0.1966, 0.8291)  -0.752
N (0.8149, -0.1439, 0.5783)  0.523
C (1.4091, -0.0401, -0.6228)  0.360
O (2.5718, -0.2373, -0.8602)  -0.615
O (0.5269, 0.1424, -1.6852)  -0.402
H (0.9932, -3.1335, 3.1911)  0.264
H (0.8455, -1.4297, 3.0282)  0.119
H (-0.7553, -3.6200, 1.6112)  0.289
H (-0.8620, -2.0632, -0.1968)  0.133
H (-2.2078, -1.6152, 0.9799)  0.354
H (-0.8890, 0.2521, 1.7754)  0.451
H (-1.1913, 0.3754, 0.1018)  0.263
H (1.4146, -0.0081, 1.3642)  -0.022
H (0.1163, 1.0117, -1.7102)  0.168
O (-0.2861, -2.7149, -2.7843)  -0.653
H (0.3454, -2.0614, -2.4598)  0.305
H (-1.0808, -2.2037, -2.9796)  0.306
O (0.9879, 3.3003, -0.5984)  -0.632
H (0.4690, 2.5677, -0.2526)  0.330
H (1.2783, 3.0316, -1.4763)  0.325
O (-2.8187, -0.9116, -2.6605)  -0.541
H (-3.2857, -0.7786, -3.5013)  0.291
H (-3.2020, -0.1266, -2.2454)  0.278
O (0.7836, 2.0895, 2.1684)  -0.494
H (1.2343, 1.8659, 2.9863)  0.258
H (0.2932, 2.9110, 2.2509)  0.253
O (4.0740, 1.2461, 2.3287)  -0.671
H (4.5566, 1.4559, 1.5191)  0.298
H (3.2431, 0.9460, 1.9454)  0.316
O (-2.7385, 2.5087, -2.4795)  -0.613
H (-2.5504, 1.6419, -2.1075)  0.251
H (-2.2092, 2.5167, -3.2863)  0.331

Cartesian forces (eV/Å) of the 6 atoms listed first:
C 0.692 0.652 1.442
C 1.337 -0.671 -1.219
C 0.032 0.431 1.520
C -0.851 -0.687 -0.208
N -0.454 0.663 -0.098
C 0.013 -0.604 -0.685

Values from the calculation:
Total charge: 0
SMILES: C=CCCNC(=O)O.O.O.O.O.O.O
E_tot (a.u.): -859.73789
HOMO-LUMO gap (eV): 9.58
ΔE to the lowest compared entry with this formula, charge and spin (kJ/mol): 277.9
Highest occupied orbital energy (hartree): -0.36174

=====

(3)
Computed, not measured: a cluster of 2 separate species, C13H19Cl5FIN3O6S in total at a distorted geometry, with ωB97M-V with the def2-TZVPD basis set.

Each line ends with the Mulliken charge.
Positions of all 49 atoms, in Å:
C (-1.9254, -1.2111, 3.2443)  -0.455
O (-1.6368, -2.4976, 2.6197)  -0.413
C (-1.9737, -2.4272, 1.2095)  -0.089
C (-0.8023, -1.6664, 0.4078)  -1.021
I (1.0599, -2.2884, 1.4115)  0.263
C (-0.4909, -2.0499, -1.1319)  -0.439
N (0.7223, -1.1514, -1.3115)  0.603
C (1.0569, -0.9153, -2.7488)  -0.580
C (2.6485, -1.0093, -3.0700)  0.334
O (3.0561, -0.6867, -4.2227)  -0.461
Cl (3.9059, -1.5943, -1.8870)  -0.128
C (0.4771, 0.0413, -0.4623)  -1.034
N (1.3194, 1.0618, -0.3772)  0.283
C (1.0580, 2.2381, 0.5226)  -0.428
C (2.4448, 2.9831, 0.8549)  -0.850
C (3.1766, 2.4815, 2.1962)  -0.657
S (4.4804, 1.1864, 1.9164)  1.137
O (4.8941, 0.5009, 3.2106)  -0.600
O (5.7143, 1.7266, 1.2120)  -0.589
O (3.8260, -0.0343, 0.9391)  -0.351
N (-0.8136, -0.1796, 0.2697)  0.834
C (-2.0306, 0.3784, -0.3782)  0.754
C (-2.3252, 1.9207, 0.0232)  0.177
O (-2.3893, 2.3333, 1.2057)  -0.445
F (-2.5846, 2.9137, -0.9983)  -0.292
H (-2.5601, -0.5463, 2.5541)  0.222
H (-0.9341, -0.7008, 3.5045)  0.169
H (-2.4552, -1.4441, 4.2449)  0.261
H (-1.9546, -3.5267, 0.8372)  0.324
H (-3.0321, -2.0457, 1.0036)  0.260
H (-0.1323, -3.1320, -1.0479)  0.434
H (-1.3396, -1.9002, -1.8868)  0.365
H (0.5936, -1.8022, -3.3368)  0.507
H (0.6027, 0.0352, -3.2015)  0.292
H (2.1969, 1.0827, -0.9287)  0.380
H (0.6088, 1.8585, 1.5180)  0.369
H (0.3632, 2.9794, -0.0021)  0.293
H (3.1805, 2.9012, -0.0224)  0.323
H (2.1791, 4.0983, 1.0281)  0.370
H (2.4781, 2.1160, 3.0243)  0.384
H (3.7380, 3.3980, 2.6266)  0.400
H (4.6346, -0.4299, 0.5114)  0.283
H (-3.0050, -0.1901, -0.1094)  -0.282
H (-1.9743, 0.3274, -1.5354)  0.035
C (-5.2115, -1.0264, -2.6879)  0.378
Cl (-3.6634, -0.4390, -3.3394)  -0.090
Cl (-5.5174, -2.6693, -3.2866)  -0.077
Cl (-5.1444, -1.0484, -0.9078)  -0.092
Cl (-6.5194, 0.0500, -3.2154)  -0.059

Cartesian forces (eV/Å) of the 6 atoms listed first:
C 0.097 0.110 1.169
O -1.649 1.459 -1.803
C 0.733 -1.239 -0.149
C -0.422 -0.744 -1.458
I -0.359 0.150 0.410
C 0.649 -1.275 2.065

Values from the calculation:
Total charge: +1
E_tot (a.u.): -4218.71224
HOMO-LUMO gap (eV): 8.17
Highest occupied orbital energy (hartree): -0.45391